ORCA calculation (the ωB97M-V functional and the def2-TZVPD basis) on a structure of composition C51H42Cl2F10MoN4O2PS4.

XYZ file:
```
117
C51H42Cl2F10MoN4O2PS4 | the Open Molecules 2025 dataset | the ωB97M-V functional and the def2-TZVPD basis
Mo 0.46672 -0.37124 1.00600
C 3.35630 -1.60854 0.19735
N 2.74523 -0.51561 0.98550
C 2.92900 -0.79744 2.42556
C 2.34638 -2.16878 2.72004
N 1.02387 -2.25919 2.10452
C 0.34495 -3.41734 2.26179
C -1.06839 -3.41728 2.31546
F -1.71586 -2.24058 2.37335
C -1.85145 -4.54928 2.35251
F -3.18974 -4.42936 2.38734
C -1.27495 -5.80670 2.39824
F -2.02887 -6.92078 2.43632
C 0.10338 -5.87033 2.41630
F 0.70731 -7.07034 2.44224
C 0.87772 -4.72512 2.35849
F 2.21280 -4.93612 2.27530
C 3.41945 0.75627 0.61837
C 3.48967 1.01931 -0.89115
N 2.27562 0.59562 -1.54799
C 2.09159 0.89509 -2.81665
C 0.82399 0.60809 -3.42253
F -0.16711 0.11362 -2.63659
C 0.51769 0.78629 -4.74732
F -0.70705 0.42897 -5.19346
C 1.43784 1.33206 -5.62804
F 1.16197 1.47087 -6.94631
C 2.66590 1.69109 -5.10070
F 3.59152 2.23315 -5.91710
C 2.97477 1.50298 -3.76753
F 4.20503 1.93488 -3.37859
H 4.41843 -1.68577 0.46401
H 3.24613 -1.38398 -0.85690
H 2.86263 -2.55099 0.40284
H 2.43588 -0.00197 2.98621
H 3.99905 -0.77999 2.67776
H 2.29777 -2.30204 3.80731
H 3.04884 -2.92413 2.36788
H 4.44896 0.71038 1.00458
H 2.90515 1.55443 1.15324
H 4.38687 0.52741 -1.29737
H 3.67622 2.09559 -0.98998
O 0.59862 -1.87344 -0.67088
S 0.30490 -3.31699 -0.96128
C -1.10065 -3.20325 -2.08593
C -2.41193 -3.14864 -1.30657
C -3.46492 -2.31970 -2.04412
C -3.07344 -0.85231 -2.21274
S -2.74675 0.11119 -0.70344
O -1.73034 -0.63714 0.10508
C -4.32673 -0.21526 0.07833
C -5.47094 0.36537 -0.45080
C -6.69199 0.13592 0.16307
C -6.75964 -0.65866 1.30140
C -5.60530 -1.21784 1.82793
C -4.37729 -0.99401 1.21885
C 1.54401 -3.77352 -2.16169
C 2.15499 -2.77337 -2.90097
C 3.11015 -3.12936 -3.84093
C 3.44235 -4.46601 -4.02395
C 2.83111 -5.45523 -3.26434
C 1.87721 -5.11020 -2.31710
H -1.05536 -4.03002 -2.79640
H -0.88408 -2.27292 -2.61384
H -2.23554 -2.68595 -0.33716
H -2.77829 -4.15943 -1.11761
H -4.42032 -2.39083 -1.51976
H -3.62813 -2.72761 -3.04798
H -3.85678 -0.28873 -2.72460
H -2.16486 -0.72316 -2.79805
H -5.41135 1.00212 -1.32582
H -7.58993 0.58451 -0.24172
H -7.71422 -0.83180 1.78117
H -5.65165 -1.82897 2.71998
H -3.46449 -1.40938 1.61714
H 1.90291 -1.73971 -2.71029
H 3.59667 -2.35628 -4.42229
H 4.19265 -4.73809 -4.75522
H 3.10781 -6.49279 -3.39730
H 1.40973 -5.86704 -1.69802
S 1.38345 3.17573 2.80270
P 0.72467 3.44972 0.96306
S -0.02279 1.92128 -0.11918
C 2.04112 4.20926 -0.07292
C 1.99474 4.09424 -1.46063
C 2.98564 4.66212 -2.24705
C 4.03576 5.34859 -1.65262
C 4.08873 5.46540 -0.27065
C 3.09517 4.89920 0.51643
C -0.57474 4.74670 0.92526
C -1.39735 4.88690 -0.19029
C -2.36953 5.87379 -0.22429
C -2.53442 6.72793 0.85897
C -1.72085 6.59000 1.97298
C -0.74274 5.60384 2.00539
H 1.20334 3.51310 -1.91974
H 2.95062 4.54315 -3.32277
H 4.81823 5.77884 -2.26539
H 4.91215 5.98949 0.19898
H 3.13892 4.96344 1.59666
H -1.28970 4.20153 -1.02170
H -3.00615 5.97107 -1.09522
H -3.29945 7.49443 0.83467
H -1.85029 7.24690 2.82448
H -0.11356 5.47180 2.87706
Cl 0.72537 -0.76361 5.06755
C -0.69841 0.17795 4.80538
C -1.45279 0.49314 5.92159
C -2.59659 1.25776 5.79044
C -2.96563 1.70643 4.53605
C -2.20351 1.38511 3.42612
Cl -2.71687 2.05531 1.91933
C -1.04118 0.59657 3.50804
N -0.29422 0.26091 2.40647
H -1.12520 0.13442 6.88723
H -3.18903 1.50986 6.65935
H -3.84231 2.32302 4.39585
```

- E: -170330.1620 eV
- LUMO energy: 1.98 eV
- Maximum force: 0.01639 Eh/bohr
- E_HOMO: -0.138 hartree
- Total charge: -1
- Energy relative to the best compared isomer or geometry (same formula, charge and spin): 1.288 eV
- Kohn-Sham gap: 5.74 eV